Record 1
A cluster of 3 separate species, C18H36BIN2O6 in total. Source: the OMol25 dataset; level of theory: ωB97M-V/def2-TZVPD.

Element x y z (Å)
C (0.913, 1.593, 1.976)
C (0.843, 0.367, 1.988)
C (0.735, -1.193, 1.761)
C (0.291, -1.434, 0.222)
B (1.676, -1.296, -0.625)
C (2.437, 0.088, -0.956)
O (2.297, -2.508, -1.093)
O (-0.244, -2.732, -0.139)
C (-0.825, -2.464, -1.425)
O (-0.877, -3.234, -2.350)
O (-1.280, -1.132, -1.416)
C (-0.946, -0.517, -0.149)
C (-2.233, -0.674, 0.803)
I (-2.734, 1.167, 1.892)
C (-3.553, -1.144, 0.053)
C (-4.180, -0.029, -0.919)
H (1.024, 2.646, 1.590)
H (1.766, -1.650, 1.923)
H (0.004, -1.667, 2.482)
H (2.320, 0.296, -2.074)
H (2.027, 0.992, -0.421)
H (3.547, -0.073, -0.758)
H (2.373, -2.428, -2.072)
H (-0.802, 0.599, -0.222)
H (-1.976, -1.461, 1.579)
H (-4.354, -1.349, 0.842)
H (-3.447, -2.097, -0.544)
H (-4.957, -0.575, -1.552)
H (-4.761, 0.768, -0.355)
H (-3.388, 0.468, -1.550)
C (0.279, 2.640, 7.623)
C (0.968, 1.813, 6.541)
C (2.496, 2.007, 6.497)
O (2.917, 3.224, 5.894)
C (2.878, 4.351, 6.753)
N (0.348, 2.114, 5.245)
H (0.194, 3.694, 7.355)
H (-0.736, 2.273, 7.791)
H (0.818, 2.570, 8.572)
H (0.779, 0.759, 6.772)
H (2.918, 1.211, 5.874)
H (2.946, 1.891, 7.491)
H (3.125, 4.091, 7.786)
H (1.898, 4.830, 6.705)
H (3.613, 5.074, 6.393)
H (0.741, 1.492, 4.542)
H (0.677, 3.036, 4.960)
C (0.932, -0.831, -6.867)
C (0.349, -1.781, -5.826)
C (-0.738, -2.718, -6.387)
O (-2.002, -2.097, -6.591)
C (-2.112, -1.371, -7.802)
N (-0.151, -0.996, -4.691)
H (0.261, -0.003, -7.103)
H (1.862, -0.389, -6.498)
H (1.163, -1.360, -7.796)
H (1.170, -2.412, -5.469)
H (-0.916, -3.507, -5.650)
H (-0.402, -3.222, -7.303)
H (-1.549, -1.837, -8.616)
H (-1.786, -0.339, -7.656)
H (-3.167, -1.344, -8.083)
H (-0.450, -1.638, -3.958)
H (-1.019, -0.552, -4.989)

Cartesian forces (eV/Å) of the 3 atoms listed first:
C 0.2 -1.2 -1.3
C 0.0 -0.1 -0.6
C 0.1 0.7 0.0

Values from the calculation:
Spin multiplicity: 1
Gap between HOMO and LUMO in eV: 9.49
Charge: 0
SMILES string: C#CC[C@@]1(B(C)O)OC(=O)O[C@H]1[C@@H](I)CC.COC[C@@H](C)N.COC[C@@H](C)N


Record 2
A structure of composition C18H36Cl2MgN5O2P. Source: the OMol25 dataset; level of theory: ωB97M-V/def2-TZVPD.

Element x y z (Å)
Mg (0.210, 0.454, 0.197)
N (-0.070, 0.037, 2.321)
C (-0.598, 1.308, 2.870)
C (-0.684, 2.427, 1.815)
O (-0.658, 3.582, 2.175)
O (-0.825, 2.004, 0.588)
H (-0.504, -0.763, 2.763)
H (0.935, -0.039, 2.462)
H (-0.020, 1.671, 3.718)
H (-1.621, 1.139, 3.210)
N (2.105, 0.188, 0.222)
P (2.935, 0.731, -0.951)
N (2.770, 0.072, -2.511)
C (3.196, -1.323, -2.665)
C (3.384, -1.654, -4.139)
C (2.104, -1.394, -4.926)
C (1.604, 0.023, -4.669)
C (1.485, 0.282, -3.173)
N (2.616, 2.351, -1.304)
C (3.132, 3.041, -2.488)
C (2.183, 4.155, -2.913)
C (1.947, 5.134, -1.769)
C (1.474, 4.389, -0.526)
C (2.444, 3.273, -0.174)
N (4.575, 0.479, -0.715)
C (5.047, 0.449, 0.678)
C (6.537, 0.149, 0.702)
C (7.339, 1.275, 0.034)
C (6.545, 1.896, -1.128)
C (5.577, 0.875, -1.708)
H (2.439, -1.993, -2.229)
H (4.118, -1.473, -2.107)
H (3.696, -2.696, -4.244)
H (4.191, -1.029, -4.535)
H (1.335, -2.105, -4.602)
H (2.261, -1.563, -5.993)
H (0.638, 0.190, -5.151)
H (2.311, 0.746, -5.088)
H (0.734, -0.424, -2.766)
H (1.130, 1.293, -2.977)
H (3.269, 2.323, -3.293)
H (4.118, 3.483, -2.268)
H (1.229, 3.708, -3.214)
H (2.594, 4.666, -3.787)
H (1.230, 5.904, -2.059)
H (2.890, 5.647, -1.545)
H (0.489, 3.947, -0.697)
H (1.370, 5.063, 0.326)
H (2.098, 2.710, 0.690)
H (3.423, 3.709, 0.086)
H (4.475, -0.303, 1.218)
H (4.867, 1.408, 1.185)
H (6.710, -0.798, 0.183)
H (6.864, 0.006, 1.733)
H (8.292, 0.884, -0.327)
H (7.579, 2.046, 0.770)
H (7.217, 2.264, -1.906)
H (5.967, 2.755, -0.776)
H (6.141, -0.007, -2.042)
H (5.075, 1.263, -2.589)
Cl (-1.773, -0.418, -1.268)
C (-3.134, 0.313, -0.346)
Cl (-3.523, -0.605, 1.105)
H (-3.989, 0.301, -1.011)
H (-2.806, 1.309, -0.068)

Cartesian forces (eV/Å) of the 3 atoms listed first:
Mg 0.2 -0.2 0.4
N -0.1 0.1 0.0
C 0.1 -0.1 0.0

Values from the calculation:
Spin multiplicity: 1
Gap between HOMO and LUMO in eV: 8.03
Charge: 0
Energy relative to the best compared isomer or geometry (same formula, charge and spin) in kJ/mol: 0.00


Record 3
A structure of composition C18H36F3HfO18. Source: the OMol25 dataset; level of theory: ωB97M-V/def2-TZVPD.

Element x y z (Å)
Hf (27.146, -3.554, 14.505)
F (25.861, -4.956, 11.106)
F (24.320, -5.970, 16.086)
F (30.121, -1.115, 15.600)
C (19.514, -3.579, 13.742)
O (19.361, -2.410, 14.583)
C (20.465, -1.599, 14.860)
O (21.560, -1.772, 14.445)
O (20.181, -0.730, 15.895)
C (18.882, -0.686, 16.489)
H (18.703, -4.306, 13.789)
H (20.462, -4.096, 13.891)
H (19.520, -3.288, 12.692)
H (18.668, 0.194, 17.094)
H (18.749, -1.558, 17.128)
H (18.013, -0.713, 15.832)
C (28.606, -8.017, 19.836)
O (29.475, -7.100, 20.538)
C (29.801, -5.903, 20.036)
O (29.244, -5.278, 19.095)
O (30.700, -5.360, 20.814)
C (31.519, -4.238, 20.389)
H (28.076, -8.683, 20.517)
H (29.111, -8.678, 19.131)
H (27.817, -7.489, 19.301)
H (31.004, -3.351, 20.757)
H (31.728, -4.130, 19.324)
H (32.557, -4.336, 20.705)
C (24.968, 1.173, 9.245)
O (26.178, 1.869, 9.436)
C (27.074, 1.524, 10.448)
O (26.918, 0.596, 11.261)
O (28.137, 2.307, 10.382)
C (29.144, 2.262, 11.517)
H (24.046, 1.738, 9.382)
H (24.829, 0.397, 9.998)
H (24.944, 0.685, 8.270)
H (29.603, 1.274, 11.462)
H (28.469, 2.491, 12.342)
H (29.979, 2.931, 11.312)
C (31.528, -9.642, 15.124)
O (30.592, -10.164, 14.200)
C (29.396, -9.655, 14.052)
O (29.062, -8.535, 14.441)
O (28.629, -10.543, 13.491)
C (27.209, -10.360, 13.501)
H (32.328, -9.140, 14.580)
H (31.825, -10.551, 15.648)
H (31.094, -9.062, 15.939)
H (26.772, -10.871, 14.359)
H (26.762, -10.821, 12.621)
H (26.884, -9.320, 13.473)
C (31.004, -3.670, 8.371)
O (32.202, -3.302, 9.059)
C (32.186, -3.224, 10.434)
O (31.244, -3.573, 11.186)
O (33.355, -2.736, 10.762)
C (33.708, -2.600, 12.114)
H (30.691, -4.673, 8.660)
H (31.069, -3.743, 7.286)
H (30.091, -3.093, 8.516)
H (33.507, -3.508, 12.682)
H (33.190, -1.759, 12.575)
H (34.763, -2.407, 12.306)
C (26.374, 2.525, 20.884)
O (26.294, 1.620, 19.813)
C (25.586, 0.475, 19.849)
O (25.660, -0.378, 18.932)
O (24.848, 0.308, 20.982)
C (24.192, -0.959, 21.227)
H (26.961, 2.049, 21.670)
H (25.374, 2.862, 21.157)
H (26.961, 3.365, 20.513)
H (24.197, -0.957, 22.317)
H (24.820, -1.761, 20.838)
H (23.210, -1.163, 20.799)

Cartesian forces (eV/Å) of the 3 atoms listed first:
Hf -0.2 -0.3 -0.6
F 0.5 0.5 1.3
F 0.7 0.6 -0.4

Values from the calculation:
Spin multiplicity: 1
Gap between HOMO and LUMO in eV: 2.04
Charge: +1
Energy relative to the best compared isomer or geometry (same formula, charge and spin) in kJ/mol: 3192.30


Record 4
A cluster of 4 separate species, C18H36N2O15S in total. Source: the OMol25 dataset; level of theory: ωB97M-V/def2-TZVPD.

Element x y z (Å)
N (3.871, 2.483, -0.526)
C (4.376, 2.367, -1.901)
O (5.390, 3.059, -2.194)
C (3.744, 1.472, -3.048)
C (2.345, 0.777, -2.653)
C (2.391, -0.822, -2.672)
O (3.686, -1.420, -2.382)
S (3.621, -1.609, -0.701)
O (3.309, -0.400, 0.116)
O (4.850, -2.384, -0.368)
O (2.143, -2.424, -0.728)
C (1.387, -1.670, -1.749)
N (0.864, -2.746, -2.638)
C (0.217, -0.936, -0.954)
C (-0.903, -0.264, -1.885)
C (-1.895, 0.632, -0.965)
C (-2.896, 1.507, -1.919)
O (-2.896, 0.998, -3.273)
H (3.655, 3.459, -0.286)
H (4.538, 2.077, 0.146)
H (4.509, 0.734, -3.473)
H (3.512, 2.186, -3.918)
H (1.572, 1.081, -3.449)
H (1.978, 1.228, -1.678)
H (2.059, -1.091, -3.723)
H (0.075, -2.426, -3.212)
H (0.544, -3.505, -2.008)
H (-0.325, -1.754, -0.351)
H (0.561, -0.161, -0.199)
H (-1.571, -1.054, -2.383)
H (-0.463, 0.442, -2.657)
H (-1.279, 1.385, -0.373)
H (-2.584, -0.005, -0.319)
H (-3.965, 1.386, -1.527)
H (-2.569, 2.600, -1.850)
H (-2.149, 1.432, -3.726)
C (-6.214, -1.829, 3.891)
O (-5.086, -1.523, 3.071)
C (-3.933, -1.403, 3.747)
O (-3.795, -1.531, 4.937)
O (-2.962, -1.117, 2.866)
C (-1.670, -0.961, 3.449)
H (-7.086, -1.901, 3.241)
H (-6.076, -2.788, 4.393)
H (-6.389, -1.034, 4.618)
H (-1.351, -1.886, 3.935)
H (-1.665, -0.131, 4.159)
H (-0.967, -0.733, 2.648)
C (5.763, 2.112, -9.439)
O (6.798, 2.457, -8.521)
C (6.582, 2.036, -7.265)
O (5.620, 1.418, -6.880)
O (7.622, 2.423, -6.513)
C (7.525, 2.040, -5.141)
H (6.043, 2.501, -10.417)
H (5.660, 1.028, -9.514)
H (4.817, 2.570, -9.142)
H (7.493, 0.952, -5.046)
H (6.649, 2.495, -4.674)
H (8.416, 2.404, -4.629)
C (-7.443, 0.501, 9.877)
O (-6.800, -0.052, 8.730)
C (-6.124, -1.187, 8.972)
O (-6.030, -1.740, 10.039)
O (-5.574, -1.596, 7.820)
C (-4.819, -2.802, 7.928)
H (-7.955, 1.411, 9.564)
H (-8.184, -0.194, 10.276)
H (-6.708, 0.763, 10.641)
H (-5.457, -3.628, 8.249)
H (-3.980, -2.672, 8.615)
H (-4.422, -3.036, 6.940)

Cartesian forces (eV/Å) of the 3 atoms listed first:
N -0.6 -0.5 -0.9
C 3.4 2.2 -0.5
O -3.2 -2.3 0.3

Values from the calculation:
Spin multiplicity: 1
Gap between HOMO and LUMO in eV: 9.89
Charge: 0
SMILES string: NC(=O)CC[C@H]1OS(=O)(=O)O[C@@]1(N)CCCCO.COC(=O)OC.COC(=O)OC.COC(=O)OC


Record 5
A cluster of 2 separate species, C18H36NO3PS in total. Source: the OMol25 dataset; level of theory: ωB97M-V/def2-TZVPD.

Element x y z (Å)
O (1.681, -3.097, 1.995)
S (2.350, -2.168, 1.143)
O (3.533, -1.663, 1.764)
O (2.711, -2.934, -0.219)
C (1.339, -0.738, 0.721)
C (-0.174, -1.004, 0.919)
C (-0.809, -0.109, 2.003)
P (-2.512, 0.598, 1.447)
C (-4.205, 1.181, 0.788)
C (-4.598, 0.241, -0.372)
C (-6.107, 0.024, -0.517)
C (-6.692, -1.053, 0.388)
C (-8.033, -1.012, 0.691)
C (-8.615, -1.926, 1.518)
C (-7.835, -2.916, 2.059)
C (-6.507, -3.004, 1.759)
C (-5.945, -2.070, 0.923)
H (2.369, -2.448, -0.982)
H (1.659, 0.112, 1.317)
H (1.568, -0.488, -0.320)
H (-0.362, -2.041, 1.196)
H (-0.651, -0.866, -0.061)
H (-0.172, 0.737, 2.279)
H (-0.979, -0.761, 2.864)
H (-2.050, 0.635, 0.085)
H (-2.327, 1.782, 2.214)
H (-3.162, -0.518, 2.068)
H (-4.022, 2.195, 0.409)
H (-4.957, 1.243, 1.582)
H (-4.035, -0.692, -0.253)
H (-4.232, 0.699, -1.296)
H (-6.621, 0.952, -0.247)
H (-6.358, -0.176, -1.563)
H (-8.636, -0.221, 0.252)
H (-9.666, -1.867, 1.769)
H (-8.249, -3.650, 2.743)
H (-5.883, -3.792, 2.160)
H (-4.887, -2.188, 0.725)
C (5.831, 3.938, -1.967)
C (5.847, 2.739, -1.029)
N (4.819, 1.760, -1.328)
C (4.644, 0.768, -0.278)
C (5.811, -0.179, 0.012)
C (4.808, 1.248, -2.688)
C (6.079, 0.569, -3.213)
H (4.846, 4.406, -1.986)
H (6.552, 4.682, -1.626)
H (6.105, 3.664, -2.988)
H (5.680, 3.110, -0.015)
H (6.856, 2.298, -1.036)
H (3.753, 0.174, -0.501)
H (4.403, 1.299, 0.649)
H (5.921, -0.939, -0.762)
H (5.629, -0.705, 0.948)
H (6.758, 0.354, 0.113)
H (4.567, 2.078, -3.359)
H (3.965, 0.559, -2.796)
H (6.981, 1.130, -2.968)
H (6.028, 0.493, -4.302)
H (6.188, -0.445, -2.831)

Cartesian forces (eV/Å) of the 3 atoms listed first:
O -1.1 -0.3 -0.8
S 0.8 0.1 2.4
O 0.7 0.5 -0.9

Values from the calculation:
Spin multiplicity: 1
Gap between HOMO and LUMO in eV: 8.34
Charge: 0
SMILES string: O=S(=O)(O)CCC[PH3]CCCc1ccccc1.CCN(CC)CC


Record 6
A cluster of 6 separate species, C18H36O6 in total. Source: the OMol25 dataset; level of theory: ωB97M-V/def2-TZVPD.

Element x y z (Å)
C (-104.737, 63.902, -21.812)
C (-103.582, 64.607, -22.375)
O (-103.672, 65.596, -23.007)
C (-102.100, 64.184, -22.029)
H (-104.873, 62.863, -22.110)
H (-105.762, 64.297, -22.196)
H (-104.985, 64.084, -20.821)
H (-101.273, 64.715, -22.671)
H (-102.224, 63.021, -21.954)
H (-101.920, 64.346, -21.010)
C (-108.234, 63.378, -20.762)
C (-109.403, 62.670, -21.217)
O (-109.808, 62.882, -22.437)
C (-110.081, 61.751, -20.269)
H (-107.398, 63.549, -21.402)
H (-107.963, 63.007, -19.894)
H (-108.563, 64.414, -20.384)
H (-110.296, 62.024, -19.099)
H (-109.553, 60.765, -20.281)
H (-111.161, 61.433, -20.544)
C (-106.305, 58.220, -20.295)
C (-107.036, 59.287, -21.117)
O (-106.773, 60.457, -20.781)
C (-108.217, 58.844, -21.968)
H (-105.983, 57.597, -20.993)
H (-107.022, 57.657, -19.674)
H (-105.576, 58.553, -19.753)
H (-108.178, 58.099, -22.755)
H (-108.437, 59.745, -22.502)
H (-109.337, 58.457, -21.691)
C (-108.299, 60.678, -16.809)
C (-109.786, 60.855, -16.274)
O (-110.282, 61.872, -16.432)
C (-110.340, 59.862, -15.318)
H (-108.290, 59.771, -17.395)
H (-107.612, 60.456, -16.047)
H (-108.029, 61.720, -17.293)
H (-110.206, 58.742, -15.745)
H (-111.406, 59.855, -15.245)
H (-109.988, 59.716, -14.376)
C (-104.627, 62.184, -18.177)
C (-103.186, 62.049, -18.899)
O (-102.462, 63.003, -18.926)
C (-103.019, 60.950, -20.006)
H (-104.926, 61.180, -17.861)
H (-105.349, 62.798, -18.724)
H (-104.420, 62.969, -17.277)
H (-101.899, 61.107, -20.431)
H (-103.840, 61.000, -20.711)
H (-102.918, 59.952, -19.688)
C (-107.927, 64.815, -16.546)
C (-106.491, 64.955, -17.176)
O (-106.345, 65.071, -18.398)
C (-105.380, 65.106, -16.197)
H (-108.205, 65.883, -16.190)
H (-107.726, 64.239, -15.684)
H (-108.358, 64.493, -17.486)
H (-105.531, 64.332, -15.404)
H (-105.414, 65.972, -15.557)
H (-104.413, 65.142, -16.628)

Cartesian forces (eV/Å) of the 3 atoms listed first:
C -3.7 -0.5 -2.4
C 3.4 -0.3 1.4
O -1.1 2.4 -2.0

Values from the calculation:
Spin multiplicity: 1
Gap between HOMO and LUMO in eV: 9.08
Charge: 0
SMILES string: CC(C)=O.CC(C)=O.CC(C)=O.CC(C)=O.CC(C)=O.CC(C)=O
Energy relative to the best compared isomer or geometry (same formula, charge and spin) in kJ/mol: 662.24


Number 1: highest occupied orbital energy -9.1 eV. Number 2: highest occupied orbital energy -7.7 eV. Number 3: highest occupied orbital energy -12.8 eV. Number 4: highest occupied orbital energy -9.6 eV. Number 5: highest occupied orbital energy -8.2 eV. Number 6: highest occupied orbital energy -8.9 eV.